# C5H7N

The molecule C5H7N (ωB97M-V with the def2-TZVPD basis set, OMol25).

The LUMO energy comes out at 1.08 eV. For the HOMO-LUMO gap, the calculation gives 9.215 eV. Its charge is 0. As for the relative energy (zero: lowest compared OMol25 entry of this formula, charge and spin): 3.28 kcal/mol. For the HOMO energy, the calculation gives -8.131 eV. The value obtained for the total energy is -6788.370 eV.

```
13
Properties=species:S:1:pos:R:3:lowdin_charge:R:1
C -1.19 0.42 -1.48 -0.065
C -0.37 0.02 -0.29 -0.304
C 0.70 -0.93 -0.30 -0.071
C 1.38 -0.81 0.88 -0.137
N 0.74 0.13 1.64 0.000
C -0.33 0.63 0.93 -0.098
H -1.97 -0.29 -1.77 0.071
H -1.68 1.39 -1.30 0.071
H -0.53 0.55 -2.35 0.076
H 0.92 -1.63 -1.10 0.100
H 2.29 -1.28 1.22 0.105
H 1.04 0.45 2.54 0.141
H -0.99 1.36 1.37 0.113
```

***

# H4NP

The molecule H4NP (ωB97M-V with the def2-TZVPD basis set, OMol25).

The LUMO energy comes out at 0.91 eV. For the HOMO-LUMO gap, the calculation gives 10.109 eV. Its charge is 0. As for the relative energy (zero: lowest compared OMol25 entry of this formula, charge and spin): 13.31 kcal/mol. For the HOMO energy, the calculation gives -9.203 eV. The value obtained for the total energy is -10842.554 eV.

```
6
Properties=species:S:1:pos:R:3:lowdin_charge:R:1
N -0.28 0.80 -0.21 -0.335
P 0.51 -0.93 -0.11 0.642
H -1.15 0.86 -0.71 -0.027
H 0.19 1.28 -0.96 -0.030
H -0.51 -1.44 0.78 -0.150
H 1.24 -0.57 1.21 -0.100
```

***

# C3H4O2

The molecule C3H4O2 (ωB97M-V with the def2-TZVPD basis set, OMol25).

The LUMO energy (alpha / beta) comes out at -1.20 / -1.20 eV. For the HOMO-LUMO gap (alpha / beta), the calculation gives 7.862 / 7.858 eV. Its charge is 0. As for the relative energy (zero: lowest compared OMol25 entry of this formula, charge and spin): 140.05 kcal/mol. For the HOMO energy (alpha / beta), the calculation gives -9.066 / -9.063 eV. The value obtained for the total energy is -7264.613 eV.

```
9
Properties=species:S:1:pos:R:3:lowdin_charge:R:1
C -1.65 -0.09 0.00 0.100
C -0.50 0.57 -0.03 -0.115
C 0.72 -0.14 -0.03 -0.103
O 3.21 -0.36 -0.02 -0.181
O 1.90 0.36 -0.08 -0.099
H -2.51 0.46 0.26 0.071
H -1.58 -1.07 -0.27 0.050
H -0.35 1.58 0.14 0.099
H 0.75 -1.31 0.02 0.179
```

***

# C2H6I2N3

C2H6I2N3 as an isolated structure (ωB97M-V with the def2-TZVPD basis set, OMol25).

The LUMO energy comes out at -6.57 eV. For the HOMO-LUMO gap, the calculation gives 5.673 eV. Its charge is +1. As for the relative energy (zero: lowest compared OMol25 entry of this formula, charge and spin): 106.03 kcal/mol. For the HOMO energy, the calculation gives -12.239 eV. The value obtained for the total energy is -22831.226 eV.

```
13
Properties=species:S:1:pos:R:3:lowdin_charge:R:1
C 1.33 0.39 0.28 -0.302
C -2.04 0.22 -0.52 -1.200
N 1.94 -1.74 -0.70 0.100
N 1.13 -0.85 -0.42 -0.135
N 0.05 0.81 0.76 0.002
I -3.35 1.66 0.06 0.996
I -2.28 -1.70 0.09 1.010
H 2.26 0.28 0.99 0.160
H 1.62 1.18 -0.57 0.175
H -1.70 0.45 -1.51 -0.041
H 1.46 -2.61 -1.02 0.073
H -0.40 0.17 1.44 0.068
H -0.02 1.74 1.12 0.094
```

***

# C27H78F3FeN16O15

C27H78F3FeN16O15 as an isolated structure (ωB97M-V with the def2-TZVPD basis set, OMol25).

The LUMO energy (alpha / beta) comes out at -5.43 / -8.43 eV. For the HOMO-LUMO gap (alpha / beta), the calculation gives 6.416 / 3.412 eV. The spin multiplicity is 6. Its charge is +2. As for the relative energy (zero: lowest compared OMol25 entry of this formula, charge and spin): 131.44 kcal/mol. For the HOMO energy (alpha / beta), the calculation gives -11.844 / -11.842 eV. The value obtained for the total energy is -126346.041 eV.

```
140
Properties=species:S:1:pos:R:3:lowdin_charge:R:1
Fe 10.97 -12.36 -9.18 1.187
C 12.36 -14.79 -7.61 -0.273
O 11.36 -14.62 -6.62 -0.075
O 12.26 -13.69 -8.47 -0.048
C 13.74 -15.02 -6.96 -0.518
F 14.26 -14.06 -6.19 0.182
F 13.70 -16.17 -6.24 0.107
F 14.63 -15.30 -7.92 0.144
C 11.22 -15.74 -5.72 -0.222
C 9.96 -15.47 -4.90 -0.044
H 10.19 -14.75 -4.11 0.073
H 9.11 -15.04 -5.43 0.048
H 9.77 -16.42 -4.39 0.057
H 11.98 -15.84 -4.95 0.105
H 11.10 -16.70 -6.22 0.097
H 12.10 -15.67 -8.20 0.166
C 7.85 -11.58 -4.77 -0.647
O 7.69 -11.25 -5.96 -0.002
N 8.60 -10.80 -3.94 0.172
N 7.44 -12.78 -4.30 0.181
H 9.41 -10.36 -4.33 0.065
H 8.69 -11.16 -3.00 0.097
H 7.88 -13.06 -3.44 0.085
H 6.98 -13.41 -4.92 0.089
C 8.74 -18.09 -7.95 -0.606
O 9.80 -18.39 -8.51 -0.042
N 8.65 -18.00 -6.61 0.137
N 7.54 -18.12 -8.58 0.149
H 9.48 -18.06 -6.02 -0.094
H 7.82 -18.15 -6.07 0.086
H 7.52 -18.20 -9.58 0.108
H 6.70 -17.73 -8.18 0.093
C 16.43 -18.04 -8.36 -0.671
O 15.38 -18.56 -7.94 -0.015
N 17.66 -18.36 -7.91 0.182
N 16.38 -17.12 -9.35 0.174
H 18.39 -17.71 -8.14 0.111
H 17.79 -19.00 -7.15 0.101
H 17.21 -16.64 -9.65 0.107
H 15.54 -16.65 -9.64 0.050
C 13.50 -10.37 -9.85 -0.606
O 12.50 -11.14 -9.78 -0.075
N 13.38 -9.08 -9.50 0.221
N 14.67 -10.71 -10.39 0.222
H 14.09 -8.40 -9.71 0.133
H 12.53 -8.83 -9.04 0.124
H 14.75 -11.63 -10.79 0.130
H 15.49 -10.23 -10.05 0.132
C 8.52 -14.25 -8.38 -0.547
O 9.51 -13.49 -8.55 -0.082
N 7.81 -14.14 -7.24 0.227
N 8.00 -14.94 -9.38 0.227
H 8.16 -13.48 -6.56 0.073
H 6.94 -14.61 -7.07 0.132
H 7.29 -15.64 -9.22 0.105
H 8.24 -14.74 -10.34 0.134
C 11.31 -18.92 -6.58 -0.539
O 10.13 -18.97 -6.17 0.016
N 12.28 -18.49 -5.75 0.178
N 11.70 -19.04 -7.88 0.180
H 13.23 -18.33 -6.00 0.087
H 11.90 -18.27 -4.84 0.053
H 12.69 -18.88 -7.99 0.091
H 11.03 -19.47 -8.50 0.101
C 12.47 -12.21 -1.70 -0.647
O 11.61 -11.64 -2.41 -0.035
N 13.08 -13.35 -2.06 0.178
N 12.98 -11.67 -0.57 0.177
H 13.94 -13.67 -1.64 0.113
H 12.71 -13.80 -2.87 0.092
H 12.54 -10.81 -0.27 0.120
H 13.53 -12.29 -0.01 0.110
C 11.21 -11.04 -6.25 -0.600
O 10.92 -11.56 -7.36 -0.077
N 11.21 -9.72 -5.97 0.201
N 11.45 -11.78 -5.19 0.228
H 11.52 -9.41 -5.07 0.119
H 10.98 -9.06 -6.70 0.127
H 11.47 -12.78 -5.28 0.102
H 11.54 -11.36 -4.26 0.072
C 6.49 -16.95 -1.17 -0.040
C 7.37 -16.84 -2.43 -0.455
C 7.08 -17.80 -3.59 -0.039
O 7.20 -15.53 -2.98 -0.088
H 6.51 -17.98 -0.80 0.081
H 5.45 -16.71 -1.41 0.088
H 6.82 -16.40 -0.30 0.078
H 8.43 -16.97 -2.20 0.111
H 8.02 -18.00 -4.09 0.045
H 6.24 -17.46 -4.20 0.088
H 6.71 -18.78 -3.28 0.090
H 7.55 -14.89 -2.35 0.074
C 11.86 -16.61 -10.76 -0.041
C 13.26 -17.18 -10.45 -0.501
C 13.42 -18.64 -10.75 -0.033
O 14.18 -16.41 -11.24 -0.053
H 11.12 -17.06 -10.09 0.058
H 11.63 -16.90 -11.79 0.094
H 11.88 -15.53 -10.65 0.053
H 13.45 -17.00 -9.38 0.091
H 12.58 -19.27 -10.48 0.083
H 14.37 -18.95 -10.31 0.073
H 13.57 -18.76 -11.83 0.097
H 13.99 -15.48 -11.08 0.078
C 11.07 -19.15 -0.51 -0.025
C 12.06 -18.82 -1.63 -0.468
C 11.49 -17.82 -2.63 -0.076
O 13.26 -18.22 -1.12 -0.061
H 10.26 -18.42 -0.47 0.067
H 11.60 -19.24 0.43 0.085
H 10.66 -20.11 -0.83 0.085
H 12.42 -19.67 -2.22 0.142
H 10.73 -18.24 -3.29 0.076
H 12.27 -17.43 -3.29 0.050
H 11.11 -16.95 -2.10 0.087
H 13.84 -18.94 -0.85 0.094
C 15.65 -17.76 -4.24 -0.043
C 16.68 -16.87 -4.93 -0.499
C 17.03 -15.61 -4.21 -0.046
O 17.83 -17.68 -5.14 -0.057
H 15.65 -18.81 -4.51 0.089
H 14.65 -17.31 -4.18 0.054
H 15.93 -17.72 -3.18 0.087
H 16.34 -16.62 -5.95 0.107
H 16.20 -15.05 -3.77 0.071
H 17.59 -14.93 -4.86 0.084
H 17.70 -15.88 -3.39 0.092
H 17.60 -18.61 -5.14 0.070
C 14.57 -10.43 -6.49 -0.051
C 14.51 -8.98 -6.00 -0.475
C 15.12 -8.70 -4.63 -0.036
O 15.34 -8.32 -6.96 -0.071
H 15.56 -10.72 -6.85 0.091
H 13.85 -10.50 -7.31 0.043
H 14.38 -11.16 -5.70 0.073
H 13.46 -8.70 -6.04 0.099
H 15.18 -7.61 -4.56 0.088
H 16.11 -9.11 -4.45 0.094
H 14.43 -9.13 -3.90 0.078
H 15.77 -7.59 -6.49 0.083
```

***

# C15H10Br2ClN2O5RhSSe

C15H10Br2ClN2O5RhSSe as an isolated structure (ωB97M-V with the def2-TZVPD basis set, OMol25).

The LUMO energy (alpha / beta) comes out at 3.83 / 3.34 eV. For the HOMO-LUMO gap (alpha / beta), the calculation gives 6.469 / 6.041 eV. The spin multiplicity is 5. Its charge is -2. As for the relative energy (zero: lowest compared OMol25 entry of this formula, charge and spin): 70.29 kcal/mol. For the HOMO energy (alpha / beta), the calculation gives -2.635 / -2.705 eV. The value obtained for the total energy is -260717.860 eV.

```
38
Properties=species:S:1:pos:R:3:lowdin_charge:R:1
Rh 2.76 -0.34 -3.58 0.720
C -2.95 -1.62 -1.44 -0.044
C -1.93 -0.59 -1.02 -0.360
C -2.31 0.44 -0.21 -0.077
C -1.56 1.61 0.09 -0.079
C -0.20 1.63 0.09 -0.395
C 0.53 2.86 -0.24 -0.625
Br 0.08 4.39 0.84 0.675
C 1.37 3.04 -1.26 -0.189
C 1.67 1.98 -2.21 -0.087
Br 4.86 -0.25 -2.22 -0.260
C 1.37 0.75 -2.25 -0.377
O 1.56 -1.48 -1.15 -0.408
C 0.46 0.36 0.34 -0.176
N -0.76 -0.81 -1.72 -0.107
H -3.74 -1.72 -0.69 0.068
H -2.46 -2.58 -1.59 0.083
H -3.40 -1.33 -2.39 0.085
H -3.36 0.43 0.07 0.095
H -2.11 2.55 0.21 0.091
H 1.82 4.02 -1.40 0.074
Se 1.14 -1.76 1.95 0.787
C 0.48 -0.79 3.44 -0.683
C 1.29 0.06 4.18 -0.124
C 0.76 0.74 5.27 -0.178
N -0.50 0.64 5.67 0.027
C -1.28 -0.17 4.95 -0.181
C -0.85 -0.89 3.85 -0.129
H 2.33 0.20 3.91 0.092
H 1.39 1.41 5.85 0.092
H -2.32 -0.25 5.28 0.091
H -1.54 -1.52 3.30 0.088
Cl 0.63 -0.43 -1.20 0.939
O 1.13 -3.14 -6.02 -0.378
S 1.29 -2.18 -4.95 0.233
O 2.34 -1.10 -5.42 -0.541
O 1.95 -2.69 -3.72 -0.436
O 0.06 -1.46 -4.63 -0.408
```

***

# C4H6ClNOS

The molecule C4H6ClNOS (ωB97M-V with the def2-TZVPD basis set, OMol25).

The LUMO energy (alpha / beta) comes out at -0.07 / -0.98 eV. For the HOMO-LUMO gap (alpha / beta), the calculation gives 8.738 / 6.393 eV. Its charge is 0. As for the relative energy (zero: lowest compared OMol25 entry of this formula, charge and spin): 94.60 kcal/mol. For the HOMO energy (alpha / beta), the calculation gives -8.809 / -7.369 eV. The value obtained for the total energy is -31136.837 eV.

```
14
Properties=species:S:1:pos:R:3:lowdin_charge:R:1
C 0.97 -0.64 0.14 -0.556
C 0.43 0.61 0.63 -0.083
C -2.36 -1.08 -1.22 -0.967
C 1.23 1.82 0.71 -0.088
N 0.05 -1.73 0.05 -0.324
O 2.11 -0.77 -0.21 0.082
S -1.57 -1.92 -0.02 0.864
Cl -1.65 0.36 -1.80 0.603
H -0.58 0.56 0.96 0.069
H -3.43 -1.15 -1.17 0.007
H 1.85 1.95 1.54 0.055
H 0.56 2.85 0.80 0.144
H 1.88 1.78 -0.14 0.073
H 0.51 -2.63 -0.27 0.122
```